(1)
Density functional theory data (ωB97M-V/def2-TZVPD) for a structure of composition C47H41CoN2O2P2S3SbSe at a distorted geometry.

Values from the calculation:
- DFT total energy: -217072.0885 eV
- LUMO level (alpha / beta): 0.01335 / -0.04840 Eh
- Relative energy (zero: lowest compared OMol25 entry of this formula, charge and spin): 21.45 kJ/mol
- 2S+1: 6
- ⟨S²⟩: 8.7767
- Gap between HOMO and LUMO (alpha / beta): 7.265 / 5.573 eV
- E_HOMO (alpha / beta): -6.902 / -6.890 eV

Last column: Löwdin spin population.
CARTESIAN COORDINATES (ANGSTROEM)
Co1 -0.414 -0.307 23.720  2.6458
S1 1.393 0.542 28.033  0.7007
Sb1 -0.666 -0.024 26.915  0.0572
S2 -1.164 1.450 25.041  0.1558
S3 0.019 -1.746 25.392  0.3055
O1 0.339 -2.215 21.053  0.0024
C1 -0.486 -3.058 20.344  0.0001
C2 -0.070 -3.413 19.103  0.0000
C3 -0.786 -4.318 18.342  0.0000
C4 -1.931 -4.829 18.917  0.0001
C5 -2.477 -4.327 20.096  0.0003
C6 -1.744 -3.433 20.831  0.0012
P1 -2.384 -2.876 22.464  0.0126
C7 -4.074 -2.173 22.116  0.0012
C8 -4.480 -1.153 23.008  0.0000
C9 -5.742 -0.539 22.961  0.0000
C10 -6.624 -1.035 22.003  0.0001
C11 -6.266 -2.028 21.114  0.0000
C12 -4.972 -2.528 21.110  0.0004
C13 -2.775 -4.518 23.214  0.0012
C14 -4.069 -5.037 23.309  0.0005
C15 -4.317 -6.321 23.759  0.0000
C16 -3.280 -7.150 24.136  0.0003
C17 -1.958 -6.686 23.931  0.0000
C18 -1.692 -5.358 23.566  0.0006
C19 1.443 -2.819 21.584  0.0016
C20 1.720 -4.158 21.489  0.0004
C21 2.670 -4.734 22.296  0.0007
C22 3.518 -3.945 23.026  0.0013
C23 3.354 -2.574 22.973  0.0051
C24 2.337 -1.970 22.248  0.0039
P2 1.920 -0.161 22.371  0.0292
C25 2.246 0.439 20.693  0.0062
C26 2.713 -0.337 19.642  0.0028
C27 2.858 0.188 18.347  0.0001
C28 2.460 1.470 18.117  0.0017
C29 1.965 2.256 19.126  -0.0002
C30 1.883 1.767 20.427  0.0022
C31 3.245 0.607 23.351  0.0040
C32 4.600 0.708 23.082  0.0008
C33 5.452 1.476 23.821  0.0008
C34 4.942 2.178 24.947  0.0003
C35 3.609 2.108 25.247  -0.0001
C36 2.739 1.307 24.456  0.0005
H1 0.874 -3.081 18.674  0.0000
H2 -0.347 -4.651 17.364  0.0000
H3 -2.590 -5.598 18.428  0.0000
H4 -3.307 -4.880 20.492  0.0001
H5 -3.875 -0.874 23.887  -0.0002
H6 -6.074 0.274 23.639  0.0000
H7 -7.629 -0.760 22.034  0.0000
H8 -6.944 -2.410 20.415  0.0000
H9 -4.598 -3.190 20.371  0.0000
H10 -4.906 -4.466 23.065  0.0000
H11 -5.365 -6.738 23.815  0.0000
H12 -3.403 -8.135 24.549  0.0000
H13 -1.135 -7.309 24.222  0.0000
H14 -0.617 -5.141 23.583  0.0002
H15 1.125 -4.869 20.961  0.0000
H16 2.854 -5.790 22.254  0.0000
H17 4.292 -4.468 23.579  0.0001
H18 4.076 -1.977 23.540  0.0024
H19 3.157 -1.331 19.844  0.0002
H20 3.259 -0.440 17.538  0.0000
H21 2.530 1.901 17.118  0.0001
H22 1.682 3.261 18.919  -0.0001
H23 1.524 2.392 21.200  0.0002
H24 4.933 0.190 22.184  0.0001
H25 6.500 1.529 23.519  0.0000
H26 5.554 2.847 25.441  0.0000
H27 3.099 2.653 26.043  -0.0005
H28 1.725 1.298 24.710  0.0004
Se1 2.953 -1.669 26.446  0.8303
C37 2.552 -3.259 27.341  0.0641
C38 1.928 -4.337 26.672  0.0363
C39 1.584 -5.496 27.288  -0.0021
C40 1.698 -5.630 28.685  0.0379
C41 2.337 -4.595 29.370  -0.0039
C42 2.733 -3.452 28.699  0.0385
H29 1.669 -4.163 25.687  0.0038
H30 1.147 -6.370 26.693  -0.0005
H31 1.412 -6.561 29.099  0.0027
H32 2.554 -4.728 30.399  -0.0010
H33 3.276 -2.658 29.181  0.0041
N1 -1.416 0.173 22.002  0.0272
C43 -1.953 0.627 21.088  0.0073
N2 -2.473 1.062 19.965  0.0044
C44 -1.591 1.770 19.055  0.0003
C45 -1.515 3.296 19.350  0.0003
O2 -2.891 3.786 19.324  0.0000
C46 -3.761 3.133 20.222  0.0001
C47 -3.859 1.629 19.971  0.0000
H34 -1.948 1.573 18.039  -0.0001
H35 -0.605 1.341 19.183  0.0000
H36 -1.090 3.869 18.525  0.0000
H37 -1.054 3.510 20.294  0.0000
H38 -4.733 3.632 20.077  0.0000
H39 -3.421 3.351 21.264  0.0000
H40 -4.305 1.482 19.027  0.0001
H41 -4.391 1.198 20.824  0.0000


(2)
Density functional theory data (ωB97M-V/def2-TZVPD) for an isolated molecule of C3H5N3.

Values from the calculation:
- Structure (SMILES): Cc1c[nH]nn1
- DFT total energy: -7661.4992 eV
- LUMO level: 0.03251 Eh
- Relative energy (zero: lowest compared OMol25 entry of this formula, charge and spin): 92.27 kJ/mol
- Gap between HOMO and LUMO: 10.405 eV
- E_HOMO: -9.520 eV

Last column: natural (NBO) charge in e.
CARTESIAN COORDINATES (ANGSTROEM)
C1 -1.721 0.029 0.024  -0.6366
C2 -0.241 -0.184 0.031  0.0646
C3 0.787 0.717 -0.104  -0.1080
N1 1.900 -0.047 -0.019  -0.3349
N2 1.599 -1.336 0.154  -0.0565
N3 0.308 -1.424 0.186  -0.2454
H1 -2.214 -0.811 -0.473  0.2343
H2 -1.983 0.949 -0.505  0.2174
H3 -2.123 0.095 1.041  0.2246
H4 0.819 1.786 -0.249  0.2262
H5 2.869 0.226 -0.085  0.4143


(3)
Density functional theory data (ωB97M-V/def2-TZVPD) for a structure of composition C14H24AuCl3N2O6SSi at a distorted geometry.

Values from the calculation:
- DFT total energy: -90144.6705 eV
- LUMO level (alpha / beta): -0.02850 / -0.19095 Eh
- Relative energy (zero: lowest compared OMol25 entry of this formula, charge and spin): 126.78 kJ/mol
- 2S+1: 3
- ⟨S²⟩: 2.0144
- Gap between HOMO and LUMO (alpha / beta): 8.471 / 4.050 eV
- E_HOMO (alpha / beta): -9.247 / -9.246 eV

Last column: Löwdin spin population.
CARTESIAN COORDINATES (ANGSTROEM)
Au1 -2.974 -0.348 -0.989  0.5541
C1 2.260 -3.411 4.164  0.0000
C2 0.827 -2.793 4.383  0.0001
N1 0.530 -1.723 3.392  0.0004
C3 0.741 -2.163 1.978  0.0020
C4 1.613 -1.181 1.207  0.0088
C5 0.162 -0.450 3.828  0.0022
O1 0.402 -0.073 4.991  0.0045
C6 -0.605 0.453 2.864  0.0097
C7 -0.456 1.835 3.032  -0.0057
C8 -1.104 2.706 2.177  0.0130
C9 -1.827 2.175 1.088  0.0158
N2 -1.959 0.844 0.957  0.2413
C10 -1.475 0.021 1.852  0.0172
H1 2.476 -4.125 4.931  0.0000
H2 3.093 -2.711 4.260  0.0000
H3 2.347 -3.941 3.236  0.0000
H4 0.760 -2.315 5.391  0.0000
H5 0.112 -3.650 4.331  0.0000
H6 -0.222 -2.290 1.496  0.0015
H7 1.270 -3.119 1.956  0.0001
H8 1.117 -0.244 1.013  0.0008
H9 1.859 -1.642 0.233  0.0052
H10 2.475 -0.964 1.803  0.0007
H11 0.145 2.167 3.862  0.0001
H12 -1.174 3.797 2.399  0.0019
H13 -2.278 2.764 0.316  0.0025
H14 -1.808 -0.999 1.775  0.0012
Cl1 -6.553 0.212 -1.849  0.0875
Si1 -4.633 -0.284 -2.506  0.2608
Cl2 -0.728 -1.253 -0.802  0.4683
Cl3 -4.619 -2.233 -3.208  0.1288
O2 -2.283 2.497 -3.745  0.0024
S1 -3.530 2.468 -3.001  0.0133
O3 -4.446 3.514 -3.504  0.0071
O4 -3.480 2.363 -1.500  0.0765
O5 -4.180 0.946 -3.503  0.0759
C11 2.746 -1.389 -3.272  0.0006
C12 2.659 0.041 -3.775  0.0001
O6 1.607 0.709 -3.150  0.0001
C13 1.473 2.111 -3.459  0.0000
C14 0.711 2.807 -2.372  0.0001
H15 3.317 -2.087 -3.910  0.0000
H16 1.676 -1.678 -3.237  0.0008
H17 3.085 -1.504 -2.244  0.0000
H18 2.502 0.078 -4.875  0.0000
H19 3.618 0.625 -3.669  0.0000
H20 0.804 2.053 -4.338  0.0000
H21 2.505 2.507 -3.745  0.0000
H22 -0.368 2.792 -2.690  0.0000
H23 0.993 3.835 -2.111  0.0000
H24 0.819 2.251 -1.459  0.0000